[1]
# C5H4O

An isolated molecule of C5H4O in a non-equilibrium geometry (ωB97M-V/def2-TZVPD, OMol25).

Geometry (Å):
1 O -2.44000 -0.07098 -0.79501
2 C -1.46304 -0.70944 -0.00310
3 C -0.10951 -0.30397 -0.36413
4 C 0.99227 0.12502 -0.59447
5 C 2.25052 0.61815 -0.29408
6 C 2.90039 0.84928 0.69745
7 H -2.21272 0.86784 -0.82717
8 H -1.57325 -1.78820 -0.14276
9 H -1.60412 -0.49890 1.07020
10 H 3.28411 0.98092 1.67628

---

[2]
# C5H4O

An isolated molecule of C5H4O in a non-equilibrium geometry (ωB97M-V/def2-TZVPD, OMol25).

Geometry (Å):
1 C 2.21955 0.31059 0.10608
2 C 1.34548 -0.69495 -0.01769
3 C -0.07436 -0.43601 -0.07140
4 C -1.21729 -0.04160 -0.06691
5 C -2.66110 0.27568 -0.00185
6 H 3.31108 0.07493 0.16746
7 H 1.83837 1.32182 0.00632
8 H 1.63183 -1.72740 -0.05261
9 H -2.81904 1.38605 -0.17887
10 O -3.57452 -0.46912 0.10946

---

HOMO energy (eV)
-9.39, -9.82
Energy (a.u.)
-267.9876, -268.0528
Frontier orbital gap (eV)
10.10, 9.55